{
  "formula": "C4H10O2",
  "method": "wB97M-V/def2-TZVPD",
  "elements": ["C", "O", "C", "C", "O", "C", "H", "H", "H", "H", "H", "H", "H", "H", "H", "H"],
  "positions_angstrom": [[2.986, -0.144, -0.015], [1.747, 0.489, -0.206], [0.689, -0.240, 0.366], [-0.616, 0.506, 0.090], [-1.563, -0.425, -0.419], [-2.767, 0.087, -0.755], [3.742, 0.459, -0.523], [3.243, -0.218, 1.054], [2.989, -1.158, -0.443], [0.618, -1.244, -0.083], [0.859, -0.372, 1.447], [-1.034, 0.954, 1.001], [-0.432, 1.296, -0.646], [-3.764, -0.094, 0.482], [-3.388, 0.767, -0.022], [-3.309, -0.664, -1.328]],
  "atomic_forces_ev_per_a": [[0.2913, -0.1012, 0.0220], [-0.0453, 0.0735, -0.0349], [-0.2564, -0.0910, 0.1059], [0.0528, 0.1328, 0.1509], [-0.0534, 0.0288, 0.1288], [-1.2221, -0.4027, 1.5603], [-0.0981, -0.0965, 0.0907], [-0.0542, 0.0183, -0.1520], [-0.0162, 0.1547, 0.0527], [0.0005, 0.1486, 0.0260], [-0.0316, 0.0384, -0.1726], [0.1207, 0.0229, -0.0683], [-0.0202, -0.0836, 0.0910], [0.7358, -0.8660, -0.6497], [0.9191, 0.6025, -1.1500], [-0.3228, 0.4204, -0.0008]],
  "lumo_energy_ha": 0.03094,
  "gap_ev": 9.292,
  "mol_weight_g_mol": 90.12,
  "total_energy_ev": -8400.2009,
  "homo_ev": -8.4499
}

---

{
  "formula": "C4H10O2",
  "method": "wB97M-V/def2-TZVPD",
  "elements": ["C", "C", "C", "C", "O", "H", "H", "H", "H", "H", "H", "H", "H", "O", "H", "H"],
  "positions_angstrom": [[-1.167, -1.027, -0.590], [-0.047, 0.008, -0.635], [-0.454, 1.376, -0.097], [1.329, -0.464, -0.427], [2.264, 0.225, -0.058], [-0.908, -1.898, -1.197], [-1.376, -1.376, 0.431], [-2.094, -0.592, -0.983], [0.409, 0.109, -1.706], [-0.947, 1.904, -0.915], [-1.177, 1.335, 0.731], [0.421, 1.946, 0.225], [1.459, -1.504, -0.786], [0.586, -0.374, 2.006], [0.315, 0.426, 2.467], [1.387, -0.095, 1.534]],
  "atomic_forces_ev_per_a": [[0.1457, -0.0568, -0.2093], [0.2761, 0.1859, -0.9803], [0.1264, 0.0739, -0.2861], [0.4251, -0.1096, 0.6429], [-0.1090, -0.4801, -0.2112], [-0.1176, -0.0311, 0.0159], [0.2901, 0.2880, -0.1978], [0.2228, -0.1166, -0.0320], [-1.7614, 0.3539, 0.1806], [0.0073, 0.2338, 0.1248], [0.3269, -0.3292, -0.2632], [-0.1106, -0.0026, -0.0996], [0.2885, -0.0036, 0.0603], [0.1434, 0.0917, 0.6134], [-0.0958, -0.1186, 0.1264], [-0.0580, 0.0210, 0.5151]],
  "lumo_energy_ha": 0.03031,
  "gap_ev": 10.712,
  "mol_weight_g_mol": 90.12,
  "total_energy_ev": -8404.1550,
  "homo_ev": -9.8871,
  "smiles": "CC(C)C=O.O"
}

---

{
  "formula": "C4H10O2",
  "method": "wB97M-V/def2-TZVPD",
  "elements": ["C", "C", "C", "O", "C", "O", "H", "H", "H", "H", "H", "H", "H", "H", "H", "H"],
  "positions_angstrom": [[-2.111, -0.628, -0.096], [-1.005, 0.254, 0.487], [0.389, -0.106, -0.006], [0.375, -0.444, -1.370], [1.504, 0.912, 0.180], [2.645, 0.169, -0.252], [-3.080, -0.363, 0.341], [-2.182, -0.505, -1.181], [-1.925, -1.688, 0.107], [-1.235, 1.308, 0.275], [-0.975, 0.155, 1.578], [0.819, -0.983, 0.598], [1.321, -0.411, -1.602], [1.614, 1.221, 1.227], [1.394, 1.801, -0.453], [2.451, -0.693, 0.167]],
  "atomic_forces_ev_per_a": [[-0.0066, -0.0311, 0.0098], [0.0717, 0.0364, 0.1144], [0.0865, -0.1819, 0.5825], [0.1156, -0.1006, -0.1943], [-0.2523, 0.0514, 0.1894], [0.3052, -0.0741, 0.3705], [0.1676, -0.0483, -0.0518], [0.0581, -0.0159, 0.1938], [-0.0102, 0.1286, -0.0134], [0.1689, -0.1691, -0.0756], [-0.1364, 0.0794, -0.0581], [-1.0524, 0.4358, -0.4084], [-0.3658, -0.1172, -0.3446], [-0.0523, 0.0062, -0.0559], [-0.0023, -0.3011, 0.0615], [0.9047, 0.3013, -0.3198]],
  "lumo_energy_ha": 0.03358,
  "gap_ev": 11.082,
  "mol_weight_g_mol": 90.12,
  "total_energy_ev": -8404.5247,
  "homo_ev": -10.1681,
  "smiles": "CC[C@@H](O)CO"
}

---

{
  "formula": "C4H10O2",
  "method": "wB97M-V/def2-TZVPD",
  "elements": ["C", "C", "O", "H", "H", "H", "H", "C", "C", "O", "H", "H", "H", "H", "H", "H"],
  "positions_angstrom": [[-2.312, -0.252, -0.981], [-2.472, 0.545, 0.086], [-1.445, 0.883, 0.895], [-3.135, -0.595, -1.586], [-1.342, -0.385, -1.454], [-3.370, 1.103, 0.338], [-0.573, 0.760, 0.423], [2.741, -1.209, 0.415], [1.796, -0.525, -0.519], [1.051, 0.551, 0.173], [3.017, -2.226, 0.148], [2.201, -1.201, 1.366], [3.675, -0.682, 0.639], [2.247, 0.013, -1.362], [0.972, -1.125, -0.907], [1.137, 1.350, -0.359]],
  "atomic_forces_ev_per_a": [[-0.4301, 0.6746, -0.3736], [0.8781, -0.1561, -0.5869], [0.2830, 0.7503, -0.4683], [-0.2713, 0.2957, 0.0170], [0.1473, -0.4947, 0.6118], [-0.2832, -0.7863, 0.2464], [-0.7380, -0.4635, 0.8255], [0.0104, 0.1819, 1.0583], [-1.0624, 1.6699, -0.8413], [0.8269, -0.0557, -0.0914], [-0.2929, -0.0478, -0.1854], [0.1226, -0.4881, 0.0810], [-0.2137, 0.2501, -0.4368], [0.3136, -0.6584, -0.0056], [0.5184, -0.6427, -0.0078], [0.1913, -0.0291, 0.1572]],
  "lumo_energy_ha": 0.02633,
  "gap_ev": 9.189,
  "mol_weight_g_mol": 90.12,
  "total_energy_ev": -8403.5395,
  "homo_ev": -8.4728,
  "smiles": "C=CO.CCO"
}